Molecular formula: C46H77F10N3O9S
Method: DFT, the ωB97M-V functional and the def2-TZVPD basis

Summary:
Multiplicity ... 3
Frontier orbital gap (alpha / beta) ... 0.3078 / 0.3468 Eh
<S²> ... 2.01
DFT total energy ... -109854.9205 eV
Net charge ... 0
HOMO level (alpha / beta) ... -8.042 / -9.105 eV

Geometry as XYZ:
```
146
Properties=species:S:1:pos:R:3:forces:R:3
C 3.89218 4.95917 6.47795 0.11 -0.21 -0.09
C 4.45179 4.33246 5.18690 -0.26 0.31 0.33
C 3.99715 2.91539 5.08233 0.34 -0.70 0.57
O 4.20659 2.06962 5.92643 -0.24 0.45 -0.47
O 3.31222 2.65545 3.95213 -0.20 0.09 -0.04
C 2.78988 1.32623 3.86122 0.10 -0.34 -0.15
C 2.23769 1.09689 2.46073 0.10 0.00 0.20
C 0.72320 1.33075 2.30999 0.01 0.74 -0.21
C 0.46770 2.85165 2.51894 0.04 -0.24 0.13
C 0.19749 3.39067 3.92034 -0.46 0.08 -0.13
C 0.40894 4.90002 4.01345 0.39 -0.07 0.27
F 1.56401 5.15555 4.71225 -0.20 -0.08 -0.24
F 0.55909 5.50285 2.81173 0.01 -0.06 0.20
C -0.68355 5.63566 4.84787 0.15 0.34 0.07
F -0.20518 6.82066 5.25082 -0.07 -0.17 -0.07
F -0.94335 4.89693 5.93786 0.05 0.13 -0.07
S -2.29493 5.99922 3.92069 -0.04 -0.14 0.41
F -3.09568 4.93588 4.79378 -0.12 -0.01 -0.07
F -1.97319 4.86067 2.87846 -0.06 -0.26 -0.35
F -1.51767 7.04536 3.03812 -0.07 0.24 -0.09
F -2.67141 7.12025 4.97157 -0.01 0.04 0.00
F -3.61169 6.31976 3.12618 -0.05 0.03 0.03
C 0.03866 0.21743 3.19482 -0.25 -0.05 0.16
C -0.97835 0.47623 4.29420 -0.44 -0.01 -0.36
C -2.40006 0.87407 3.88381 -0.27 -0.12 0.22
C -3.24245 -0.31651 3.37623 0.37 -0.07 0.19
C -4.45650 -0.65794 4.23913 0.01 0.07 -0.21
C -5.61221 0.35145 4.27140 0.51 -0.24 -0.32
C -6.08193 0.77425 2.87825 -0.01 0.03 0.20
C -7.52946 1.31673 2.85388 0.66 -0.16 -0.05
C -7.60477 2.83026 2.72463 -0.12 -0.24 0.18
O -8.81306 3.34394 3.32755 0.17 -0.04 -0.31
C -8.67088 3.65843 4.64916 -0.36 -0.66 0.52
C -8.13612 5.02980 4.92093 -0.21 0.08 -0.15
O -8.99680 2.88840 5.51611 0.15 0.37 -0.46
O -0.49987 -0.75407 2.25979 0.40 -0.13 0.03
C 0.23216 -0.59694 1.11996 -0.04 -0.20 -0.07
O 0.73513 -1.51063 0.53429 -0.35 0.41 0.06
C 0.28725 0.92583 0.85279 0.52 -1.71 0.17
C 1.34817 1.20405 -0.22186 -0.24 0.53 -0.02
C 1.01606 1.05741 -1.69690 0.05 0.64 -0.39
C 0.33412 -0.15859 -2.23171 0.17 0.04 -0.43
N 1.34962 1.95896 -2.53749 0.06 -0.42 0.20
C -1.19339 1.21750 0.50495 0.09 0.23 -0.41
C -1.53782 2.51247 -0.16924 -0.40 0.64 1.03
O -1.98898 3.47502 0.37198 0.19 -0.26 -0.32
F -1.37240 2.50132 -1.47795 0.06 -0.05 -0.67
H 2.91312 4.55326 6.70874 -0.16 0.04 0.03
H 4.53903 4.73575 7.31825 0.07 0.01 0.13
H 3.79744 6.03339 6.36764 0.05 0.15 0.04
H 4.12755 4.90061 4.32298 0.06 -0.03 -0.18
H 5.53538 4.32373 5.24792 0.18 0.03 -0.19
H 2.05014 1.17063 4.64413 -0.11 0.07 0.12
H 3.57961 0.60967 4.06502 0.22 0.05 0.05
H 2.48926 0.07346 2.18516 -0.07 -0.16 -0.10
H 2.79390 1.74469 1.78926 0.07 0.07 -0.07
H -0.34953 3.17920 1.89133 -0.20 0.06 0.00
H 1.34806 3.36441 2.13923 0.14 -0.03 -0.14
H -0.83801 3.19685 4.17574 -0.14 -0.10 0.09
H 0.79163 2.94022 4.70518 0.25 -0.01 0.04
H 0.84004 -0.34189 3.67785 0.20 0.18 0.12
H -0.58903 1.19091 5.00710 0.30 0.18 0.06
H -1.05891 -0.45899 4.84874 -0.01 -0.12 0.06
H -2.88370 1.25428 4.78437 -0.04 0.15 0.10
H -2.41258 1.70604 3.18094 0.09 0.15 -0.08
H -3.51111 -0.19813 2.32921 -0.16 0.09 -0.13
H -2.59162 -1.18809 3.40464 -0.04 -0.15 -0.14
H -4.83937 -1.61723 3.88927 -0.12 -0.09 -0.07
H -4.09617 -0.84074 5.25252 -0.05 0.03 0.18
H -5.29065 1.22525 4.83631 -0.23 0.16 0.21
H -6.43774 -0.13350 4.78493 -0.13 0.13 0.27
H -5.38050 1.51921 2.49872 0.02 0.12 -0.22
H -5.98754 -0.08460 2.21537 -0.11 -0.10 -0.12
H -8.01883 1.04175 3.78257 -0.22 -0.11 0.05
H -8.04501 0.84833 2.02171 -0.36 0.01 0.02
H -6.73210 3.27607 3.20324 0.08 0.21 0.05
H -7.61888 3.12532 1.68102 -0.02 0.21 -0.07
H -8.17664 5.64661 4.03163 0.05 0.11 -0.08
H -8.72881 5.47188 5.71374 0.02 0.09 0.14
H -7.11388 4.94377 5.26215 0.31 0.04 0.13
H 1.71070 2.22377 -0.08626 0.03 0.14 -0.01
H 2.19753 0.55421 -0.02875 0.06 -0.20 0.03
H 0.76359 -1.07960 -1.85952 -0.04 -0.02 0.25
H -0.73596 -0.13235 -2.04030 -0.11 -0.13 0.21
H 0.45285 -0.14077 -3.31027 -0.01 -0.03 -0.12
H 1.80181 2.74772 -2.07793 -0.01 0.07 0.08
H -1.81167 1.18698 1.38743 0.03 -0.03 0.31
H -1.54247 0.41776 -0.14456 -0.04 -0.05 -0.15
C 5.63098 0.27214 -4.08602 -0.11 0.02 -0.12
C 4.87117 -1.03028 -3.73034 0.45 0.87 0.17
C 5.79525 -2.24619 -3.83455 -0.02 -0.37 -0.13
C 6.10007 -2.68249 -5.26690 -0.08 0.09 0.01
C 4.80666 -2.85829 -6.06227 0.20 -0.23 0.22
C 3.91988 -1.61432 -6.03360 0.05 0.58 -0.75
N 3.67852 -1.21031 -4.61482 0.12 -1.42 0.26
O 2.78013 -1.95195 -4.06394 -0.15 0.46 -0.02
C 4.57277 -0.48546 -6.84696 0.06 0.07 0.11
C 2.57821 -1.90482 -6.69175 -0.19 -0.17 0.07
C 4.38168 -0.89597 -2.29766 -0.28 -0.10 0.29
H 5.00327 0.95250 -4.65821 -0.03 0.00 0.02
H 5.92069 0.80356 -3.18069 0.03 -0.10 0.08
H 6.54283 0.08779 -4.65423 -0.04 -0.02 -0.05
H 5.32586 -3.08643 -3.31246 -0.08 0.05 0.00
H 6.71993 -2.02173 -3.29862 0.01 0.04 0.03
H 6.76086 -1.96363 -5.75849 -0.04 0.03 -0.01
H 6.64499 -3.62790 -5.24523 0.03 0.01 0.00
H 5.02780 -3.10670 -7.10227 -0.01 0.03 -0.04
H 4.24871 -3.70556 -5.64945 -0.08 0.07 0.05
H 3.98541 0.43055 -6.77713 -0.02 0.00 0.01
H 4.60989 -0.78103 -7.89521 -0.07 -0.06 -0.02
H 5.59294 -0.25868 -6.55060 -0.02 -0.02 0.04
H 2.06820 -2.74845 -6.23034 0.02 0.05 0.05
H 2.74394 -2.14142 -7.74275 0.05 0.03 -0.04
H 1.92009 -1.03744 -6.63375 0.00 0.01 0.03
H 3.66752 -0.07358 -2.21449 0.01 0.01 -0.02
H 5.22666 -0.69135 -1.64000 0.10 0.05 -0.07
H 3.89833 -1.80430 -1.94242 -0.06 0.03 -0.07
C -1.81236 -7.02345 -4.57336 0.01 0.06 0.13
C -1.25650 -5.65891 -5.05262 -0.55 -0.74 0.00
C 0.04457 -5.84686 -5.83831 0.35 0.14 -0.04
C 1.26235 -6.17234 -4.97366 -0.13 0.02 0.08
C 1.40279 -5.15637 -3.84066 0.20 0.00 -0.44
C 0.13627 -5.02606 -2.99991 0.00 -0.53 0.84
N -1.02681 -4.73966 -3.89503 0.88 0.68 -0.80
O -1.06249 -3.50044 -4.24958 -0.35 -0.16 0.31
C -0.08151 -6.30372 -2.17268 -0.10 -0.07 -0.11
C 0.28982 -3.88608 -2.00490 -0.02 0.27 -0.09
C -2.30219 -5.03922 -5.96976 -0.04 0.24 -0.08
H -2.23291 -6.95042 -3.57220 -0.02 0.02 -0.01
H -2.61758 -7.35760 -5.22591 0.04 0.04 -0.11
H -1.05721 -7.80945 -4.56916 0.03 0.03 0.05
H 0.25189 -4.92547 -6.39231 -0.06 0.05 0.06
H -0.11378 -6.63086 -6.58234 -0.05 -0.01 -0.02
H 1.19501 -7.18968 -4.57765 -0.03 0.01 0.02
H 2.15928 -6.14973 -5.59633 0.01 -0.02 -0.01
H 2.23439 -5.42861 -3.18654 -0.02 -0.01 0.07
H 1.65277 -4.17934 -4.26637 -0.10 0.05 0.06
H -1.01888 -6.25102 -1.61743 -0.01 0.02 0.00
H 0.72982 -6.39889 -1.45138 0.03 0.09 0.02
H -0.08563 -7.21786 -2.75984 -0.01 0.03 -0.02
H 0.53302 -2.95131 -2.50271 -0.04 -0.11 -0.06
H 1.09985 -4.12159 -1.31506 0.01 -0.05 0.03
H -0.62380 -3.74484 -1.42520 0.00 0.00 0.00
H -3.22753 -4.83546 -5.42935 0.00 -0.02 0.02
H -2.51820 -5.74292 -6.77321 0.00 -0.07 0.00
H -1.95609 -4.10996 -6.41634 0.00 0.01 0.09
```
Positions in Å, forces in eV/Å.

Results of the Mulliken charge analysis, in e, for atoms 1 through 8: C -1.2004; C -0.1499; C 0.4311; O -0.6014; O -0.3002; C -1.2970; C -1.6062; C 2.1665